# 1
{"formula": "C15H48BNO10SSi2", "method": "wB97M-V/def2-TZVPD", "e_homo_ha": -0.3375, "mol_weight_g_mol": 501.6, "smiles": "CN(C)B(O)[Si@H](CCO)O[SiH2]S(C)(=O)=O.CCO.CCO.CCO.CCO.CCO", "charge": 0, "e_lumo_ev": 0.479, "homo_lumo_gap_ev": 9.7, "elements": ["C", "N", "C", "B", "O", "Si", "C", "C", "O", "O", "Si", "S", "C", "O", "O", "H", "H", "H", "H", "H", "H", "H", "H", "H", "H", "H", "H", "H", "H", "H", "H", "H", "H", "C", "C", "O", "H", "H", "H", "H", "H", "H", "C", "C", "O", "H", "H", "H", "H", "H", "H", "C", "C", "O", "H", "H", "H", "H", "H", "H", "C", "C", "O", "H", "H", "H", "H", "H", "H", "C", "C", "O", "H", "H", "H", "H", "H", "H"], "positions_angstrom": [[3.5936, 2.1149, 2.3580], [3.1100, 1.4857, 1.1303], [3.8168, 0.2741, 0.7156], [1.8392, 1.7845, 0.6427], [1.2067, 2.9554, 1.1047], [0.6012, 0.8574, -0.6437], [-0.9769, 0.2549, 0.1563], [-1.6292, 1.2243, 1.1364], [-2.3820, 2.2036, 0.4204], [1.1080, -0.3665, -1.6900], [1.9001, -1.7853, -1.6770], [1.7028, -3.2114, 0.0188], [0.4046, -2.9224, 1.1653], [2.9308, -3.1157, 0.7641], [1.4214, -4.4795, -0.6081], [4.6259, 1.8204, 2.5339], [3.5818, 3.1998, 2.2867], [3.0071, 1.8215, 3.2277], [4.8455, 0.3026, 1.0665], [3.3659, -0.6402, 1.1044], [3.8569, 0.2174, -0.3686], [1.6023, 3.7000, 0.6429], [0.1691, 1.9415, -1.5592], [-0.8282, -0.6957, 0.6529], [-1.6398, 0.0788, -0.6938], [-2.2980, 0.6559, 1.7878], [-0.9030, 1.7170, 1.7848], [-3.2311, 2.3019, 0.8435], [3.3570, -1.6062, -1.7455], [1.4928, -2.5790, -2.8369], [0.6142, -2.0481, 1.7735], [-0.5687, -2.8439, 0.6908], [0.4346, -3.8108, 1.7937], [2.0861, 6.6788, 1.1187], [1.3940, 6.3891, 2.4376], [2.2570, 6.6036, 3.5554], [2.9772, 6.0568, 1.0142], [1.4196, 6.4871, 0.2760], [2.4062, 7.7216, 1.0677], [1.0882, 5.3445, 2.4879], [0.4977, 7.0083, 2.5423], [2.5330, 7.5252, 3.5456], [-1.7076, 4.4858, 5.8876], [-1.9387, 4.9704, 4.4685], [-1.6181, 6.3489, 4.3085], [-2.2977, 5.0745, 6.5902], [-1.9831, 3.4355, 5.9929], [-0.6560, 4.5915, 6.1637], [-2.9895, 4.8781, 4.1976], [-1.3545, 4.3687, 3.7626], [-0.6861, 6.4560, 4.5284], [-3.3748, -2.1737, -4.3102], [-2.5567, -1.1368, -3.5630], [-2.5341, -1.3817, -2.1603], [-4.3971, -2.1926, -3.9323], [-3.4000, -1.9567, -5.3792], [-2.9513, -3.1710, -4.1713], [-2.9873, -0.1441, -3.6858], [-1.5320, -1.1108, -3.9516], [-2.1507, -2.2573, -2.0181], [-2.2125, -5.6488, 1.0424], [-2.8863, -5.3946, -0.2920], [-2.1708, -4.4627, -1.1081], [-2.1080, -4.7174, 1.5979], [-2.7937, -6.3473, 1.6448], [-1.2146, -6.0700, 0.8988], [-3.8734, -4.9601, -0.1456], [-3.0069, -6.3348, -0.8383], [-1.2936, -4.8299, -1.2821], [-0.1715, -4.9510, -5.5619], [1.0150, -4.0650, -5.8946], [1.9742, -4.0313, -4.8435], [-0.6517, -4.6099, -4.6440], [-0.9071, -4.9411, -6.3672], [0.1490, -5.9834, -5.4052], [0.6939, -3.0336, -6.0347], [1.4899, -4.3984, -6.8237], [2.2930, -4.9270, -4.6949]], "atomic_forces_ev_per_a": [[0.32, 0.16, -0.12], [-0.09, -0.49, 0.18], [0.00, 0.09, 0.02], [0.30, 0.03, 0.11], [-0.08, -0.08, -0.11], [-0.42, 0.30, -0.62], [0.21, 0.38, -0.07], [-0.41, -0.22, 0.00], [0.41, 0.02, -0.12], [0.24, -0.29, 0.84], [0.02, 0.53, -1.24], [0.08, 0.00, 0.10], [-0.35, 0.14, 0.36], [0.66, 0.26, 0.54], [-0.48, -0.65, -0.51], [0.05, -0.03, 0.00], [-0.13, 0.05, -0.01], [-0.08, -0.02, 0.05], [0.07, 0.03, 0.02], [0.00, -0.05, 0.04], [-0.07, -0.04, -0.07], [-0.10, 0.36, 0.14], [0.14, 0.02, -0.08], [0.07, -0.20, 0.08], [-0.18, -0.13, 0.21], [-0.08, 0.00, 0.05], [0.10, 0.10, -0.02], [-0.24, 0.09, 0.12], [0.07, -0.03, 0.28], [-0.26, -0.11, 0.09], [0.10, 0.11, -0.02], [-0.02, -0.08, -0.20], [0.00, -0.09, 0.06], [0.07, -0.09, 0.05], [0.03, 0.18, 0.01], [-0.06, -0.11, -0.01], [0.00, -0.02, -0.01], [-0.02, 0.02, 0.00], [-0.04, 0.02, -0.03], [0.00, -0.02, 0.05], [-0.06, -0.06, -0.09], [0.01, 0.00, 0.02], [-0.01, 0.10, 0.02], [0.13, 0.00, -0.02], [0.02, -0.05, 0.06], [-0.03, -0.01, 0.00], [0.01, -0.01, -0.01], [0.01, -0.04, -0.02], [-0.02, 0.01, -0.02], [-0.06, -0.04, -0.02], [0.00, 0.03, 0.00], [-0.03, -0.01, 0.07], [0.07, -0.14, 0.05], [0.06, -0.10, -0.15], [-0.02, 0.02, -0.01], [0.01, 0.00, -0.01], [0.02, 0.00, -0.02], [0.01, 0.03, 0.00], [-0.01, 0.06, -0.04], [-0.20, -0.07, 0.11], [0.12, 0.09, -0.07], [0.07, -0.01, -0.11], [0.22, 0.02, 0.06], [-0.03, 0.03, 0.05], [-0.03, -0.02, -0.02], [-0.01, -0.02, 0.00], [-0.03, 0.02, -0.04], [-0.07, -0.01, 0.01], [-0.01, 0.04, 0.06], [0.04, 0.03, 0.09], [0.04, -0.15, 0.03], [-0.02, 0.02, -0.06], [-0.03, 0.02, 0.00], [0.00, 0.00, -0.01], [0.00, -0.02, -0.04], [0.02, 0.03, -0.01], [-0.04, 0.05, -0.04], [0.00, 0.00, 0.03]], "mulliken_charge": [-0.816, 0.055, -0.828, 0.092, -0.238, 0.263, 0.185, -0.555, -0.513, -0.309, 0.688, 1.100, -0.992, -0.686, -0.666, 0.340, 0.172, 0.314, 0.290, 0.369, 0.179, 0.192, -0.299, -0.059, 0.097, 0.507, 0.097, 0.291, -0.188, -0.215, 0.430, 0.194, 0.450, -1.236, 0.105, -0.566, 0.274, 0.347, 0.418, 0.067, 0.331, 0.305, -1.091, 0.041, -0.529, 0.283, 0.344, 0.317, 0.284, 0.066, 0.291, -1.074, -0.157, -0.400, 0.288, 0.371, 0.210, 0.376, 0.176, 0.156, -0.965, -0.334, -0.377, 0.186, 0.405, 0.291, 0.320, 0.280, 0.228, -0.817, -0.315, -0.451, 0.067, 0.338, 0.368, 0.287, 0.281, 0.270]}

---

# 2
{"formula": "C4H8N2O2", "method": "wB97M-V/def2-TZVPD", "e_homo_ha": -0.3626, "mol_weight_g_mol": 116.1, "smiles": "C[C@H](N)C(=O)NC=O", "charge": 0, "e_lumo_ev": 0.773, "homo_lumo_gap_ev": 10.6, "relative_energy_kj_mol": 82.7, "elements": ["C", "C", "N", "C", "O", "N", "C", "O", "H", "H", "H", "H", "H", "H", "H", "H"], "positions_angstrom": [[-0.2030, -0.0663, 1.5062], [-0.7760, 0.2003, 0.1096], [-2.1966, -0.0582, 0.0650], [-0.0074, -0.6381, -0.8969], [-0.4376, -1.6588, -1.3700], [1.2849, -0.2147, -1.2157], [1.9420, 0.9318, -0.7781], [3.1292, 0.9833, -0.6203], [0.8696, -0.2199, 1.5719], [-0.4964, 0.7577, 2.1627], [-0.6749, -0.9553, 1.9167], [-0.6142, 1.2558, -0.1234], [-2.4498, -0.4771, -0.8208], [-2.4750, -0.6906, 0.8089], [1.8359, -0.9365, -1.6623], [1.2695, 1.7866, -0.6537]], "atomic_forces_ev_per_a": [[-0.62, 0.26, 0.46], [0.24, 0.02, -0.02], [-0.15, 0.04, 0.25], [0.16, 0.23, -0.10], [-0.05, -0.15, -0.10], [-0.15, -0.14, 0.04], [-0.16, -0.38, -0.15], [0.12, 0.12, -0.16], [0.12, 0.20, -0.23], [0.19, -0.07, -0.02], [0.02, -0.26, -0.03], [0.08, 0.02, -0.10], [-0.07, -0.07, 0.07], [0.04, 0.01, -0.28], [0.21, 0.06, 0.11], [0.03, 0.11, 0.26]], "mulliken_charge": [-1.226, 0.436, -0.664, 0.333, -0.608, -0.093, 0.056, -0.502, 0.353, 0.300, 0.383, 0.125, 0.268, 0.265, 0.256, 0.317]}

---

# 3
{"formula": "C23H24ClN8O2PRh", "method": "wB97M-V/def2-TZVPD", "e_homo_ha": [-0.5981, -0.6269], "spin_multiplicity": 5, "mol_weight_g_mol": 613.8, "charge": 3, "e_lumo_ev": [-10.644, -10.776], "homo_lumo_gap_ev": [5.6, 6.3], "s_squared": 6.02, "relative_energy_kj_mol": 137.1, "elements": ["Rh", "N", "N", "C", "N", "N", "N", "O", "O", "H", "H", "H", "H", "H", "Cl", "C", "C", "C", "C", "C", "C", "P", "C", "C", "C", "C", "C", "C", "C", "C", "C", "C", "C", "C", "H", "H", "H", "H", "H", "H", "H", "H", "H", "H", "H", "H", "H", "H", "N", "C", "C", "N", "C", "C", "N", "H", "H", "H", "H", "H"], "positions_angstrom": [[0.2109, 1.5654, -0.3526], [0.5115, 4.0859, -0.2378], [-0.6852, 4.8183, -0.3482], [-1.8751, 4.2290, -0.2213], [-2.9794, 4.9276, -0.3160], [-1.7718, 2.8722, 0.0611], [-2.8720, 2.1761, 0.1628], [-3.9915, 2.4847, -0.1306], [-2.6257, 0.9473, 0.6457], [0.9753, 4.3408, 0.6332], [1.1127, 4.3653, -1.0098], [-0.6293, 5.8161, -0.5129], [-2.9528, 5.9332, -0.4312], [-3.8873, 4.4856, -0.2837], [2.7190, 1.9841, -0.6239], [3.5769, 0.4051, -0.6894], [4.9049, 0.4370, -1.0389], [5.5701, -0.7839, -1.1150], [4.9039, -1.9727, -0.8558], [3.5609, -1.9612, -0.5042], [2.8693, -0.7545, -0.4052], [1.1698, -0.6645, 0.1791], [0.3466, -2.1771, -0.2966], [0.4111, -2.5741, -1.6375], [-0.2399, -3.7240, -2.0490], [-0.9637, -4.4783, -1.1289], [-1.0384, -4.0852, 0.1995], [-0.3837, -2.9342, 0.6219], [1.1971, -0.4909, 1.9618], [0.6480, 0.6793, 2.4783], [0.6361, 0.9371, 3.8393], [1.1945, -0.0004, 4.6981], [1.7624, -1.1693, 4.1998], [1.7679, -1.4156, 2.8361], [5.4135, 1.3667, -1.2534], [6.6164, -0.7951, -1.3896], [5.4320, -2.9135, -0.9284], [3.0453, -2.8934, -0.3079], [0.9919, -2.0038, -2.3554], [-0.1749, -4.0445, -3.0803], [-1.4604, -5.3843, -1.4502], [-1.5903, -4.6830, 0.9125], [-0.4377, -2.6395, 1.6622], [0.2310, 1.4426, 1.8003], [0.2116, 1.8512, 4.2311], [1.1994, 0.1838, 5.7641], [2.2052, -1.8853, 4.8786], [2.2217, -2.3241, 2.4580], [-4.7268, -0.8761, -0.3655], [-3.7359, -0.4755, -1.1421], [-2.4343, -0.1114, -0.4929], [-1.4335, 0.3820, -1.3537], [-1.6776, 0.3778, -2.6510], [-2.8948, -0.0747, -3.2033], [-3.9158, -0.4736, -2.4546], [-4.6667, -0.8831, 0.6410], [-5.5944, -1.1657, -0.8004], [-2.0638, -0.9258, 0.1380], [-0.8912, 0.7328, -3.3076], [-3.0232, -0.0884, -4.2780]], "atomic_forces_ev_per_a": [[0.00, 0.27, -0.16], [-0.06, 0.04, 0.02], [-0.02, 0.03, -0.03], [0.22, -0.33, 0.04], [0.00, 0.00, 0.01], [-0.65, 0.06, -0.01], [0.06, 0.00, 0.06], [0.27, -0.09, 0.08], [-0.24, 0.14, -0.16], [0.04, 0.03, 0.00], [0.03, -0.02, -0.01], [0.02, 0.02, 0.02], [-0.01, 0.00, -0.02], [0.01, -0.02, 0.02], [0.46, -0.32, -0.12], [-0.18, 0.27, 0.00], [0.03, -0.08, 0.00], [0.03, 0.02, -0.01], [-0.03, 0.02, 0.00], [0.05, -0.05, -0.01], [0.00, 0.06, -0.03], [0.06, 0.03, 0.14], [0.00, -0.09, -0.08], [0.00, -0.01, -0.03], [-0.02, -0.01, 0.04], [-0.01, -0.03, -0.05], [0.03, 0.06, 0.01], [-0.08, 0.02, -0.01], [0.04, -0.01, 0.12], [-0.04, 0.12, 0.05], [0.05, -0.05, -0.03], [0.03, -0.03, 0.03], [-0.05, 0.07, -0.03], [0.04, -0.09, -0.03], [-0.01, -0.01, 0.00], [0.00, -0.01, 0.00], [-0.01, 0.00, 0.00], [0.01, 0.01, 0.01], [0.00, 0.01, 0.02], [0.01, 0.00, 0.01], [0.00, 0.01, 0.00], [0.01, 0.00, 0.00], [0.04, 0.00, 0.03], [-0.11, -0.04, 0.21], [-0.01, 0.00, -0.01], [-0.01, 0.01, 0.00], [0.00, 0.00, -0.01], [-0.01, 0.00, -0.01], [0.05, 0.04, 0.03], [-0.37, -0.09, -0.08], [0.44, -0.09, -0.23], [-0.35, -0.12, -0.07], [0.00, 0.01, -0.06], [0.02, -0.02, -0.05], [0.29, 0.14, 0.19], [0.00, -0.01, 0.00], [-0.01, 0.00, 0.00], [-0.02, 0.11, 0.15], [-0.02, 0.01, -0.02], [-0.02, 0.01, 0.01]], "mulliken_charge": [-0.338, -0.337, -0.296, 0.501, -0.298, 0.148, 0.842, -0.701, -0.327, 0.265, 0.344, 0.184, 0.214, 0.221, -0.095, 0.788, -0.805, -0.502, -0.841, -0.504, 0.068, 1.598, 0.685, -0.762, -0.840, -0.580, -0.730, -0.545, 0.253, 0.454, -1.147, -0.534, -0.847, 0.064, 0.513, 0.435, 0.459, 0.471, 0.503, 0.477, 0.476, 0.500, 0.475, 0.350, 0.496, 0.443, 0.453, 0.513, -0.253, 0.177, 0.675, 0.542, -0.714, -0.534, -0.588, 0.236, 0.319, 0.036, 0.485, 0.455]}